Here is 2 unconnected molecules or ions with the total composition C16H17N at a distorted geometry from the Open Molecules 2025 dataset. Energies are from wB97M-V/def2-TZVPD.

XYZ file:
```
34
Properties=species:S:1:pos:R:3
C 0.0041 -2.2014 -2.8601
C -0.6806 -2.5681 -1.5516
C -1.2196 -3.7768 -1.2906
N -1.7537 -3.8527 -0.0361
C -1.4704 -2.6346 0.5737
C -1.7206 -2.2489 1.9812
C -1.3007 -1.0048 2.3730
C -0.5476 -0.2748 1.4106
C -0.1266 -0.6869 0.1228
C -0.7040 -1.8365 -0.3380
H -0.5225 -1.3292 -3.1531
H -0.1864 -3.0501 -3.5105
H 0.9704 -1.7506 -2.6232
H -1.3265 -4.3953 -2.1294
H -1.9179 -4.8326 0.4240
H -2.1500 -2.9866 2.6462
H -1.5951 -0.4521 3.3046
H -0.0892 0.6560 1.8556
H 0.4119 -0.0491 -0.5015
C -0.3860 3.6902 -0.9591
C 0.5267 3.0410 -0.1307
C 1.3581 2.0741 -0.7602
C 2.3912 1.3377 -0.0933
C 2.4416 1.5131 1.3115
C 1.6571 2.5080 1.9086
C 0.6490 3.3339 1.2031
H -0.6425 4.7787 -0.7147
H -1.5055 3.2835 -0.7381
H -0.0307 3.6859 -1.9333
H 1.1588 1.8133 -1.7701
H 3.2156 0.5784 -0.5960
H 3.2253 1.0019 1.8652
H 1.8258 2.6265 2.9814
H 0.0405 4.0089 1.7280
```

Values from the calculation:
- SMILES = Cc1c[nH]c2ccccc12.Cc1ccccc1
- molecular weight (Da) = 223.32
- relative energy (zero: lowest compared OMol25 entry of this formula, charge and spin) (kJ/mol) = 302.6
- frontier orbital gap (eV) = 8.6

***

Here is a molecular structure, C16H17N3O2S at a distorted geometry from the Open Molecules 2025 dataset. Energies are from wB97M-V/def2-TZVPD.

XYZ file:
```
39
Properties=species:S:1:pos:R:3
C -5.6779 -1.5657 2.0874
C -5.1314 -0.4266 1.1016
C -4.6475 -0.8334 -0.2810
C -4.3731 0.1635 -1.2508
C -3.0943 0.7105 -1.0076
H -3.2132 1.1760 0.2261
H -3.0315 1.6074 -1.3651
O -2.0969 -0.0406 -1.1106
C -0.8631 0.3232 -0.8090
C -0.3644 1.5211 -0.3045
C 0.8694 2.0146 -0.0286
C 1.8024 0.9197 -0.3053
C 1.5063 -0.6299 -0.7356
C 0.1806 -0.6150 -0.8338
H -0.1774 -1.6946 -1.3218
H 2.1327 -1.2718 -0.6278
C 3.3044 1.0064 0.1245
C 4.3701 0.3888 0.0842
C 5.7977 1.1873 0.2873
O 5.8227 2.2660 0.8236
N 6.6427 0.1196 0.1025
C 6.1841 -1.0256 -0.0656
N 7.3280 -1.7988 -0.2701
C 8.2991 -1.0510 0.2137
N 8.0211 0.2893 0.1149
H 9.4593 -1.4218 0.0551
S 4.6184 -1.4387 -0.4723
H 3.4717 2.3552 0.3607
H 1.1481 2.7658 0.3866
H -1.0862 2.3230 -0.0927
H -4.3036 -0.1109 -2.2761
H -5.2516 0.9216 -1.3802
H -5.5746 -1.4767 -0.6843
H -3.9658 -1.7055 -0.1407
H -6.1529 0.2063 0.9630
H -4.4420 0.3342 1.6409
H -6.0393 -1.1848 2.7942
H -6.5484 -2.0955 1.8089
H -4.9238 -2.2126 2.1884
```

Values from the calculation:
- molecular weight (Da) = 315.40
- relative energy (zero: lowest compared OMol25 entry of this formula, charge and spin) (kJ/mol) = 1559.1
- frontier orbital gap (eV) = 7.8

***

Here is C16H17N3O4S in the gas phase from the Open Molecules 2025 dataset. Energies are from wB97M-V/def2-TZVPD.

XYZ file:
```
41
Properties=species:S:1:pos:R:3
C 1.8040 -4.3658 -2.5115
C 0.7850 -3.4451 -1.9281
C 0.9461 -2.1097 -1.8387
C 2.1541 -1.3702 -2.2889
O 2.8969 -1.7047 -3.1760
O 2.3481 -0.2733 -1.5551
N -0.0447 -1.3102 -1.2711
C -0.5416 -0.0655 -1.5427
O -0.1249 0.8785 -2.1477
C -1.8316 -0.3764 -0.7413
N -2.0431 0.4512 0.4103
C -1.5054 0.3049 1.6386
O -1.0216 -0.7150 2.0848
C -1.5741 1.6106 2.4378
N -2.8367 2.2721 2.1217
C -0.3795 2.4698 2.0446
C -0.3846 3.8429 2.2572
C 0.7078 4.6175 1.9076
C 1.8279 4.0319 1.3456
C 1.8505 2.6638 1.1458
C 0.7578 1.8898 1.4930
C -1.2040 -1.7678 -0.5456
S -1.9733 -3.1499 -1.4491
C -0.4382 -4.1395 -1.4052
H 2.7448 -3.8586 -2.6899
H 1.9619 -5.2168 -1.8493
H 1.4415 -4.7482 -3.4656
H 3.0930 0.2404 -1.9039
H -2.7288 -0.3847 -1.3677
H -2.4074 1.3794 0.2247
H -1.4704 1.3491 3.5065
H -3.6115 1.7046 2.4461
H -2.9016 3.1712 2.5853
H -1.2396 4.3276 2.7040
H 0.6814 5.6837 2.0789
H 2.6787 4.6381 1.0718
H 2.7200 2.1895 0.7168
H 0.8070 0.8228 1.3396
H -1.0069 -2.0631 0.4856
H -0.6499 -5.0256 -2.0018
H -0.2872 -4.4494 -0.3671
```

Values from the calculation:
- SMILES = CC1=C(C(=O)O)N2C(=O)[C@H](NC(=O)[C@H](N)c3ccccc3)[C@H]2SC1
- molecular weight (Da) = 347.40
- relative energy (zero: lowest compared OMol25 entry of this formula, charge and spin) (kJ/mol) = 212.9
- frontier orbital gap (eV) = 9.4

***

Here is C16H17N3O7S2 in the gas phase from the Open Molecules 2025 dataset. Energies are from wB97M-V/def2-TZVPD.

XYZ file:
```
45
Properties=species:S:1:pos:R:3
C 3.3430 2.9348 1.6099
O 1.9852 2.6428 1.9196
C 1.3607 1.7991 1.0158
N 1.0679 2.4785 -0.2237
C 0.7727 1.7514 -1.3370
O 0.9489 0.5568 -1.3812
C 0.2259 2.5871 -2.4866
C -0.0099 1.7500 -3.6951
C 0.6337 1.7898 -4.8922
C 0.1637 0.8172 -5.8034
C -0.8250 0.0516 -5.2789
S -1.2002 0.4953 -3.6615
C 1.9588 0.3757 0.7960
O 3.0244 -0.0444 0.4643
N 0.8384 -0.2015 1.3628
C 0.2386 -1.4425 1.2019
C 1.1807 -2.5838 1.0494
O 0.9497 -3.5998 0.4440
O 2.3094 -2.3730 1.7160
C -1.1021 -1.5763 1.2010
C -1.7894 -2.8917 0.9683
O -2.9549 -3.0577 1.7739
C -2.7500 -3.0286 3.1111
N -3.9133 -3.2416 3.7683
O -1.6916 -2.8038 3.6374
C -2.0293 -0.4272 1.4510
S -1.4369 1.1582 0.7775
C 0.1588 1.0384 1.6389
H 3.4251 3.4293 0.6386
H 3.6810 3.6032 2.3979
H 3.9470 2.0258 1.6035
H 0.7722 3.4407 -0.1419
H -0.7111 3.0352 -2.1411
H 0.9333 3.3868 -2.7166
H 1.4160 2.4917 -5.1217
H 0.5493 0.6976 -6.7999
H -1.3580 -0.7558 -5.7401
H 2.9343 -3.1005 1.5694
H -1.1002 -3.7223 1.1370
H -2.1583 -2.9413 -0.0602
H -4.7286 -3.5285 3.2573
H -3.8890 -3.3504 4.7661
H -2.9931 -0.6073 0.9761
H -2.1857 -0.2821 2.5234
H 0.0081 1.2234 2.7048
```

Values from the calculation:
- SMILES = CO[C@@]1(NC(=O)Cc2cccs2)C(=O)N2C(C(=O)O)=C(COC(N)=O)CS[C@@H]21
- molecular weight (Da) = 427.46
- relative energy (zero: lowest compared OMol25 entry of this formula, charge and spin) (kJ/mol) = 2.4
- frontier orbital gap (eV) = 9.0

***

Here is a molecular structure, C16H17N8O2S2Ti from the Open Molecules 2025 dataset. Energies are from wB97M-V/def2-TZVPD.

XYZ file:
```
46
Properties=species:S:1:pos:R:3
Ti 0.0620 0.5861 0.9052
S 1.9489 0.8785 -0.9301
C 0.4906 1.1816 -1.7613
N -0.6696 0.9545 -1.2016
C -1.7250 1.4444 -1.9539
C -3.0663 1.4160 -1.5898
C -4.0052 1.9589 -2.4461
C -3.6227 2.5140 -3.6691
C -2.2908 2.5419 -4.0453
C -1.3470 2.0124 -3.1745
S 0.3866 1.9547 -3.3262
H -3.3580 0.9833 -0.6418
H -5.0475 1.9680 -2.1570
H -4.3717 2.9421 -4.3222
H -1.9902 2.9839 -4.9865
N -1.9228 0.5904 2.0108
N -1.6427 0.1086 3.3043
C -0.3242 0.2843 3.7763
O -0.1056 0.1321 4.9621
O 0.5240 0.5719 2.8422
H -2.3719 1.5018 2.0314
H -2.4871 -0.0892 1.5134
H -2.3572 0.2413 4.0024
N -0.5370 -1.2984 0.6362
C 0.6870 -1.2891 0.8694
N 1.6639 -2.2219 0.9541
C 3.0210 -1.8124 1.2857
C 3.9822 -2.0723 0.1309
C 3.9528 -3.5555 -0.3050
C 2.7466 -4.2957 0.2810
C 1.4899 -3.4477 0.1773
H 3.3586 -2.3491 2.1795
H 2.9882 -0.7567 1.5505
H 4.9904 -1.7761 0.4289
H 3.6943 -1.4328 -0.7044
H 4.8735 -4.0660 -0.0134
H 3.9002 -3.6101 -1.3953
H 2.9234 -4.5365 1.3328
H 2.5915 -5.2447 -0.2365
H 0.6167 -3.9856 0.5513
H 1.2897 -3.1987 -0.8735
N -3.8626 4.9384 0.5541
C -2.7112 4.8881 0.6878
N -1.3986 4.9075 0.8662
C -0.7887 3.7727 0.9133
N -0.1785 2.7811 0.9864
```

Values from the calculation:
- net charge = -1
- molecular weight (Da) = 465.37
- relative energy (zero: lowest compared OMol25 entry of this formula, charge and spin) (kJ/mol) = 28.6
- frontier orbital gap (eV) = 7.4

***

Here is 2 unconnected molecules or ions with the total composition C16H17NO at a distorted geometry from the Open Molecules 2025 dataset. Energies are from wB97M-V/def2-TZVPD.

XYZ file:
```
35
Properties=species:S:1:pos:R:3
C 1.4881 5.3329 -0.2467
C 1.7148 3.9484 0.3318
C 2.8544 3.4773 0.8892
N 2.5902 2.2811 1.5552
C 1.2723 1.9413 1.2165
C 0.6460 0.7300 1.4173
C -0.7274 0.6883 1.1648
C -1.3516 1.7148 0.4565
C -0.6185 2.7909 -0.0183
C 0.6421 3.0323 0.5021
H 0.4920 5.4262 -0.6906
H 2.2336 5.7251 -0.9245
H 1.3476 5.9893 0.6250
H 3.7086 4.1010 1.0915
H 3.3321 1.6763 1.8694
H 1.0296 -0.1737 1.8823
H -1.2536 -0.2158 1.4163
H -2.3363 1.5798 0.0164
H -1.1310 3.5450 -0.6114
C 0.3060 -4.7053 -2.2887
C -0.2328 -3.7476 -1.2677
C -0.5650 -2.4087 -1.5404
C -1.4896 -1.7313 -0.7522
C -2.0232 -2.3288 0.3891
O -3.0873 -1.6120 0.9622
C -1.5314 -3.5618 0.7861
C -0.6833 -4.2400 -0.0647
H 0.9154 -4.2649 -3.0825
H -0.5370 -5.2184 -2.7690
H 0.9191 -5.5150 -1.8639
H -0.0765 -1.9233 -2.3765
H -1.8275 -0.7863 -1.1602
H -3.6881 -2.3209 1.1962
H -1.7709 -3.9136 1.7863
H -0.5609 -5.3123 0.1032
```

Values from the calculation:
- SMILES = Cc1c[nH]c2ccccc12.Cc1ccc(O)cc1
- molecular weight (Da) = 239.32
- relative energy (zero: lowest compared OMol25 entry of this formula, charge and spin) (kJ/mol) = 132.6
- frontier orbital gap (eV) = 8.4